This record from the Open Molecules 2025 dataset describes 3 unconnected molecules or ions with the total composition C5H10N2. The level of theory is the ωB97M-V functional and the def2-TZVPD basis.

Energy relative to the best compared isomer or geometry (same formula, charge and spin) in kcal per mole: 142.49
HOMO energy in eV: -7.39
Kohn-Sham gap in eV: 8.03
LUMO energy in hartree: 0.0235
E in eV: -8321.154

Last column: Löwdin charge in e.
Element x y z (Å)
C -0.5344 -0.6405 -0.1576  -0.236
C 1.6643 1.0319 -2.0078  -0.072
N 0.5587 -0.3058 0.5144  -0.004
C 0.8199 1.2421 -0.7920  -0.289
C -0.8701 -1.8480 1.4698  -0.074
C -1.8957 -1.4663 2.2140  -0.094
N 0.3811 2.3184 -0.3177  0.094
H 0.3517 0.3097 1.3007  0.071
H 0.7341 3.1717 -0.7802  0.062
H -0.4063 -1.3516 -0.9702  0.089
H -1.4204 -0.0047 -0.1662  0.086
H -0.2797 -2.7430 1.6396  0.053
H 2.0111 1.9848 -2.4312  0.077
H 1.0982 0.5025 -2.7781  0.075
H 2.5263 0.4126 -1.7499  0.078
H -2.3104 -2.0747 3.0194  0.042
H -2.4282 -0.5390 1.9931  0.042

Cartesian forces (eV/Å) of the 6 atoms listed first:
C -3.27 -4.87 3.68
C 0.08 -0.51 0.05
N 3.81 5.01 -2.86
C 0.90 0.22 2.42
C -1.47 1.06 -2.51
C -0.06 -0.08 -0.12